{"formula": "C56H70N11O5", "method": "ωB97M-V/def2-TZVPD", "spin_multiplicity": 1, "molar_mass_g_mol": 977.25, "energy_ev": -85696.8727, "charge": 7, "fmax_ev_per_a": 14.98, "elements": ["N", "O", "O", "O", "C", "N", "C", "C", "C", "C", "C", "C", "C", "C", "N", "C", "C", "C", "H", "H", "H", "H", "H", "H", "H", "H", "H", "H", "H", "H", "H", "H", "C", "N", "C", "C", "C", "C", "C", "C", "C", "C", "N", "C", "C", "C", "H", "H", "H", "H", "H", "H", "H", "H", "H", "H", "H", "H", "H", "H", "C", "N", "C", "C", "C", "C", "C", "C", "C", "C", "N", "C", "C", "C", "H", "H", "H", "H", "H", "H", "H", "H", "H", "H", "H", "H", "H", "H", "C", "N", "C", "C", "C", "C", "C", "C", "C", "C", "N", "C", "C", "C", "H", "H", "H", "H", "H", "H", "H", "H", "H", "H", "H", "H", "H", "H", "C", "C", "N", "C", "C", "N", "C", "C", "H", "H", "H", "H", "H", "H", "H", "H", "H", "H", "H", "C", "C", "O", "O", "H", "H", "H"], "coordinates": [[0.30753, 0.12796, 0.69199], [0.84730, 0.40189, -0.37658], [-0.59288, 0.77150, 1.10567], [0.53361, -0.95398, 1.20069], [-0.92484, 1.97254, 7.91885], [-0.06606, 1.80999, 6.72199], [-0.30872, 2.64849, 5.68299], [0.34100, 2.46093, 4.49632], [1.28658, 1.43667, 4.39780], [1.48016, 0.56309, 5.48467], [0.79601, 0.82810, 6.68379], [2.07313, 1.11332, 3.22763], [3.05477, 1.94418, 2.73902], [3.65939, 1.70180, 1.50663], [3.30525, 0.65446, 0.79542], [2.48509, -0.25955, 1.27445], [1.91445, -0.10708, 2.55370], [4.00241, 0.44033, -0.49699], [-0.67935, 1.17530, 8.62045], [-1.96401, 1.91072, 7.59573], [-0.74073, 2.99525, 8.24787], [-0.98126, 3.46777, 5.89003], [0.27123, 3.15943, 3.67556], [2.04384, -0.35804, 5.47111], [0.93778, 0.22497, 7.56839], [3.39930, 2.81917, 3.27014], [4.43806, 2.32559, 1.09318], [2.33749, -1.03653, 0.53900], [1.32109, -0.96975, 2.81851], [4.95642, 0.96682, -0.46911], [3.43601, 0.91426, -1.29867], [4.16894, -0.61587, -0.70868], [-0.11873, -2.97463, 2.71636], [-0.11924, -3.24067, 1.30936], [-0.69361, -2.33862, 0.45432], [-0.60703, -2.55550, -0.90234], [0.09958, -3.66552, -1.41497], [0.61976, -4.59409, -0.50222], [0.46893, -4.39950, 0.87011], [0.33576, -3.86823, -2.89623], [0.29790, -2.72743, -3.74187], [0.45816, -2.89018, -5.10357], [0.70557, -4.11044, -5.61627], [0.72729, -5.23900, -4.81804], [0.55688, -5.08154, -3.47446], [1.07145, -4.23085, -7.05263], [0.52839, -2.11109, 2.87017], [0.29131, -3.84089, 3.23555], [-1.17743, -2.86086, 2.94941], [-1.22827, -1.52873, 0.92828], [-0.95046, -1.81630, -1.61090], [1.22590, -5.45338, -0.74842], [0.92515, -5.11103, 1.54240], [0.14205, -1.71715, -3.39338], [0.34589, -2.07519, -5.80328], [0.93868, -6.18109, -5.30196], [0.52048, -6.01184, -2.92709], [0.39200, -3.58701, -7.61115], [0.87444, -5.20727, -7.49524], [2.09549, -3.92312, -7.26410], [-4.83481, -6.34620, -4.19910], [-4.23964, -5.10630, -3.71462], [-5.09016, -4.05604, -3.54448], [-4.62801, -2.85979, -2.96194], [-3.28022, -2.72253, -2.60966], [-2.44092, -3.81134, -2.97461], [-2.96336, -5.01748, -3.44355], [-2.77868, -1.50399, -1.82291], [-1.59924, -0.85072, -2.10673], [-1.14342, 0.22895, -1.35842], [-1.93625, 0.70090, -0.39089], [-3.12021, 0.13942, -0.07140], [-3.50153, -1.04875, -0.75769], [-1.55802, 1.91232, 0.32171], [-4.96487, -6.36223, -5.28119], [-5.70916, -6.55190, -3.58160], [-4.20093, -7.19819, -3.95331], [-6.10297, -4.20618, -3.88806], [-5.36584, -2.12919, -2.66491], [-1.37208, -3.77740, -2.82348], [-2.35077, -5.90199, -3.53708], [-0.99880, -1.25646, -2.90750], [-0.15805, 0.65887, -1.46141], [-3.72914, 0.60140, 0.69160], [-4.45432, -1.53296, -0.60242], [-2.11209, 2.75897, -0.08361], [-0.48706, 2.10045, 0.24580], [-1.68669, 1.64230, 1.36987], [1.95371, -0.38315, -1.40059], [1.89279, 0.97389, -1.98104], [2.30818, 2.03518, -1.23294], [2.18934, 3.40266, -1.61440], [1.65007, 3.73104, -2.82875], [1.26538, 2.66904, -3.60312], [1.39533, 1.30600, -3.18551], [1.37742, 5.08963, -3.27930], [1.41658, 5.50638, -4.64947], [1.24788, 6.85769, -5.02295], [0.80437, 7.70376, -4.07494], [0.57901, 7.35413, -2.79490], [1.01011, 6.09712, -2.33769], [0.49978, 9.07140, -4.49387], [2.30337, -0.26835, -0.37460], [2.54375, -0.99974, -2.07867], [0.94284, -0.77137, -1.27609], [2.84798, 1.77088, -0.33564], [2.56851, 4.13261, -0.91454], [0.90821, 2.73917, -4.61994], [1.08383, 0.48054, -3.80839], [1.65159, 4.82037, -5.44983], [1.41198, 7.20124, -6.03363], [0.42769, 8.19229, -2.13083], [0.95796, 5.95290, -1.26864], [-0.20053, 9.04551, -5.32872], [1.40279, 9.63347, -4.73212], [0.00105, 9.57179, -3.66384], [0.79732, -1.78360, 6.79651], [-0.63057, -1.88458, 6.15864], [-0.67692, -1.03661, 4.97794], [0.09193, -1.18806, 3.84072], [-0.43460, -0.38733, 2.83969], [-1.61405, 0.17667, 3.39802], [-1.72668, -0.18010, 4.69376], [-2.58946, 1.01305, 2.65295], [1.54099, -1.18690, 6.26831], [1.29219, -2.73724, 6.98031], [0.74305, -1.33918, 7.79032], [-1.41958, -1.52955, 6.82159], [-0.98088, -2.84775, 5.78758], [0.89714, -1.90030, 3.73704], [-0.11806, -0.19139, 1.82588], [-2.51629, 0.08722, 5.38038], [-2.42833, 0.88975, 1.58200], [-2.42373, 2.03707, 2.98763], [-3.61715, 0.77781, 2.92973], [0.73558, 2.54745, 1.34187], [1.79667, 3.46139, 0.87368], [1.81503, 4.58315, 1.42853], [2.74181, 3.03000, 0.19231], [0.94424, 1.47761, 1.34382], [-0.02236, 2.68651, 0.57096], [0.30370, 2.81232, 2.30697]], "forces_ev_per_a": [[2.2, -2.0, -8.5], [-6.2, 7.5, 11.4], [3.3, -4.6, 2.7], [3.4, -6.5, -8.2], [0.1, 0.5, -0.1], [-1.2, 0.9, 0.1], [0.3, -0.3, 0.3], [1.0, 0.4, 0.2], [0.0, -1.5, 2.2], [-0.6, 2.3, 0.4], [1.3, 0.1, -1.2], [1.5, -0.7, -0.9], [0.7, 0.4, 0.3], [0.9, 1.3, 1.5], [2.5, -1.3, 0.1], [3.1, 0.1, 3.9], [3.8, -0.6, -1.6], [3.7, -1.1, -0.5], [-0.1, 0.5, 0.2], [0.0, -0.1, 0.1], [-0.1, -0.3, 0.7], [-0.2, 0.0, -0.1], [-0.3, 0.3, 0.9], [1.0, 1.4, -1.0], [-0.1, 0.8, -0.1], [-0.2, 0.2, 0.1], [0.3, -0.2, 0.6], [0.7, -1.0, 2.0], [3.4, 2.5, -0.5], [0.1, -0.2, 0.4], [3.1, -1.7, 0.6], [0.5, 0.1, 0.5], [-0.7, -4.0, -2.9], [-0.3, -2.8, -1.6], [-0.7, -2.4, -0.2], [2.7, -3.0, 0.5], [0.9, -0.6, 1.0], [0.0, 0.1, 0.6], [-0.2, 1.6, -1.7], [1.0, 2.5, 0.5], [0.8, -0.9, -0.5], [-0.1, -0.5, 0.4], [0.5, -1.6, 0.3], [0.4, 2.3, -1.6], [-0.2, -1.7, 0.5], [-0.8, 0.4, -1.2], [-1.7, -4.6, -4.7], [0.0, 0.0, 0.1], [0.3, 0.4, 0.7], [-1.0, -0.9, -0.3], [2.3, -3.5, 2.4], [-0.1, -0.1, -0.5], [-0.2, 0.2, 0.5], [0.9, -0.6, -0.3], [0.3, 0.0, -0.1], [0.0, -0.1, -0.1], [0.2, 0.0, 0.4], [0.1, 0.3, 0.1], [0.2, -0.3, 0.7], [0.0, -0.1, 0.4], [0.0, -1.7, 0.4], [-2.0, 0.8, -0.4], [1.3, 0.7, 0.3], [-0.2, -1.0, 0.3], [0.4, -0.6, -0.4], [-0.7, 0.4, 0.5], [1.4, 1.4, 0.7], [-2.1, -0.3, -1.2], [-1.9, 4.3, -2.0], [-2.6, -0.2, -2.8], [-3.1, 0.7, -1.3], [-0.2, -1.8, -1.9], [-0.9, 1.4, 0.4], [-5.2, 5.5, -5.2], [-0.4, 0.3, 0.1], [-0.4, 0.2, -0.6], [0.4, 0.2, -0.1], [-0.2, 0.0, 0.2], [-0.1, 0.2, -0.4], [-1.9, -0.1, -0.1], [-0.1, -0.1, -0.2], [-1.0, 1.3, -0.2], [-2.1, 0.7, -1.3], [-0.3, -0.1, -0.7], [-0.1, 0.2, 0.7], [-0.9, 0.1, -0.3], [-4.6, -1.6, -4.1], [-1.1, 5.1, -2.2], [3.2, -3.9, -5.8], [-0.4, 2.2, -3.3], [-1.3, -0.5, -4.1], [-0.2, -0.6, -2.9], [-0.5, -0.2, -0.5], [-0.1, -4.0, -1.1], [-0.5, 1.4, -0.8], [-0.6, 2.9, -0.6], [0.3, 0.4, 0.7], [-0.4, -2.0, 1.6], [-0.1, 0.0, -0.6], [2.4, -0.8, -0.1], [-0.7, 0.1, -1.1], [-0.6, 1.1, 0.2], [0.7, -1.6, -4.3], [0.7, 0.0, -0.4], [1.4, -2.5, -2.6], [-2.2, -0.4, -3.0], [-0.1, 0.9, -2.0], [-0.2, 0.4, 0.0], [-0.1, 0.1, -0.3], [0.2, -0.1, 0.0], [-0.1, 0.2, 0.0], [-0.6, -0.2, 0.1], [0.1, -0.3, 0.1], [0.2, 0.0, -0.1], [0.0, -0.2, -0.1], [0.1, 0.0, -0.1], [-0.1, -1.8, 1.0], [1.0, 0.3, 0.5], [-1.9, 1.2, -1.9], [-3.8, 5.0, 5.5], [-4.8, 1.2, 9.1], [0.6, -1.0, 0.9], [1.4, -1.2, -1.0], [-0.4, -0.8, 2.7], [-1.1, -1.8, 0.7], [-0.4, -0.3, -0.2], [-0.2, -0.7, 0.0], [0.2, 0.0, 0.2], [0.5, -0.4, 0.5], [1.0, 2.1, 5.4], [-4.0, -1.3, 10.8], [-0.1, -0.1, 0.0], [-1.6, -1.3, 2.9], [-0.1, 0.2, -0.4], [0.0, -0.3, 0.2], [1.7, 0.6, 0.1], [0.5, 3.4, 5.7], [-0.7, -0.7, -1.4], [2.5, 4.5, 9.9], [1.9, 3.5, 0.6], [3.4, 4.0, 2.4], [0.2, 0.1, -1.2]]}